(1)
Here is a molecular structure, C47H51BrF12N2O6P2SSnTe in a non-equilibrium geometry from OMol25. Energies are from ωB97M-V/def2-TZVPD.

```
! wB97M-V def2-TZVPD RIJCOSX def2/J DEFGRID3
* xyz -2 1
Sn -0.388 -1.287 -0.848
C -5.551 3.679 -1.605
C -4.603 2.576 -2.011
C -3.905 2.598 -3.212
C -2.957 1.637 -3.512
C -2.624 0.589 -2.607
N -1.539 -0.210 -2.699
C -0.585 -0.062 -3.716
C -0.149 1.184 -4.203
C 0.782 1.317 -5.218
C 1.322 0.199 -5.834
C 2.302 0.302 -6.978
C 0.951 -1.036 -5.323
C 0.071 -1.195 -4.254
C -0.183 -2.619 -3.703
O -0.697 -2.706 -2.461
C 1.189 -3.417 -3.613
F 2.051 -2.707 -2.878
F 0.996 -4.590 -2.995
F 1.831 -3.724 -4.765
C -1.153 -3.356 -4.705
F -0.519 -3.898 -5.773
F -1.819 -4.347 -4.114
F -2.062 -2.507 -5.208
C -3.578 0.392 -1.546
C -4.449 1.432 -1.228
C -3.560 -0.932 -0.764
O -2.402 -1.133 -0.066
C -3.918 -2.167 -1.718
F -5.262 -2.411 -1.713
F -3.330 -3.276 -1.273
F -3.607 -2.004 -2.995
C -4.673 -0.980 0.349
F -4.748 -2.208 0.888
F -5.924 -0.646 -0.014
F -4.349 -0.145 1.362
H -5.426 4.556 -2.244
H -6.600 3.368 -1.671
H -5.377 3.994 -0.572
H -4.091 3.395 -3.928
H -2.439 1.693 -4.457
H -0.544 2.079 -3.748
H 1.091 2.313 -5.527
H 2.432 1.340 -7.288
H 3.283 -0.092 -6.699
H 1.959 -0.269 -7.846
H 1.376 -1.916 -5.786
H -5.071 1.362 -0.346
C -1.394 4.884 -1.444
C -0.302 3.849 -1.527
C 0.976 4.127 -1.999
C 1.934 3.129 -2.064
C 1.569 1.851 -1.656
Br 2.844 0.456 -1.568
N 0.361 1.565 -1.227
C -0.550 2.535 -1.159
H -1.105 5.801 -1.960
H -1.622 5.140 -0.405
H -2.313 4.503 -1.893
H 1.224 5.136 -2.317
H 2.937 3.319 -2.421
H -1.536 2.237 -0.805
O 0.908 0.518 1.228
S 0.659 1.259 2.488
C -1.101 1.783 2.446
C -1.751 1.844 3.806
C -1.186 2.528 4.882
C -1.793 2.520 6.132
C -2.981 1.826 6.325
C -3.558 1.151 5.257
C -2.946 1.159 4.011
C 1.367 2.896 2.177
C 2.854 2.808 1.943
C 3.423 3.523 0.895
C 4.788 3.454 0.649
C 5.600 2.662 1.449
C 5.039 1.943 2.496
C 3.679 2.021 2.746
H -1.549 0.984 1.849
H -1.169 2.728 1.903
H -0.256 3.070 4.753
H -1.331 3.049 6.956
H -3.448 1.804 7.303
H -4.483 0.603 5.395
H -3.386 0.618 3.183
H 1.128 3.521 3.042
H 0.859 3.289 1.292
H 2.785 4.122 0.251
H 5.213 4.003 -0.184
H 6.659 2.577 1.239
H 5.664 1.300 3.104
H 3.243 1.436 3.549
C -2.877 -2.384 3.732
P -1.367 -1.705 2.914
C -0.253 -1.659 4.390
C -0.755 -3.278 2.180
H -2.615 -3.216 4.393
H -3.561 -2.738 2.959
H -3.390 -1.611 4.311
H -0.373 -2.550 5.019
H -0.450 -0.767 4.991
H 0.779 -1.616 4.029
H -0.830 -4.102 2.897
H 0.284 -3.156 1.864
H -1.353 -3.512 1.296
C 3.971 -1.752 4.761
C 4.036 -2.743 3.622
O 3.040 -2.392 2.665
P 3.268 -2.654 1.084
O 2.018 -2.289 0.378
Te 5.328 -1.714 0.358
O 3.421 -4.271 1.175
C 3.732 -4.987 -0.031
C 5.008 -5.773 0.162
H 4.668 -2.043 5.552
H 2.962 -1.708 5.179
H 4.240 -0.755 4.406
H 3.844 -3.759 3.976
H 5.025 -2.727 3.162
H 3.834 -4.297 -0.871
H 2.888 -5.643 -0.252
H 5.845 -5.084 0.288
H 5.197 -6.417 -0.702
H 4.933 -6.394 1.059
*
```

The total energy comes out at -210029.3864 eV. For the orbital gap, the calculation gives 5.5 eV. For the molar mass, the calculation gives 1388.14 g/mol.

***

(2)
Here is a molecular structure, C47H52Cl6N9O2Tl in a non-equilibrium geometry from OMol25. Energies are from ωB97M-V/def2-TZVPD.

```
! wB97M-V def2-TZVPD RIJCOSX def2/J DEFGRID3
* xyz -2 1
Tl 11.108 18.803 15.128
N 8.975 18.857 18.133
C 8.071 19.489 19.066
C 6.679 18.889 18.947
C 6.073 18.926 17.575
N 5.764 20.355 17.219
H 9.764 18.424 18.565
H 9.414 19.483 17.513
H 7.962 20.547 18.819
H 8.400 19.361 20.140
H 5.949 19.477 19.530
H 6.654 17.895 19.452
H 5.112 18.409 17.545
H 6.775 18.484 16.770
H 5.219 20.395 16.342
H 6.595 20.924 17.110
Cl 17.576 16.354 19.135
C 16.253 17.462 19.567
C 15.737 18.281 18.591
C 14.696 19.019 19.024
Cl 13.787 20.122 17.841
C 14.152 19.061 20.288
Cl 12.705 19.851 20.708
C 14.735 18.349 21.267
Cl 14.261 18.394 22.984
C 15.797 17.447 20.896
Cl 16.516 16.415 22.079
N 14.270 15.478 14.371
C 15.105 14.616 13.699
C 15.708 14.575 12.471
C 16.503 13.500 12.158
C 16.622 12.389 13.031
C 15.992 12.430 14.249
C 15.231 13.568 14.608
N 14.536 13.701 15.793
C 13.919 14.841 15.583
C 13.013 15.512 16.534
C 11.688 15.811 16.237
C 10.910 16.415 17.246
N 11.279 16.665 18.529
C 12.589 16.327 18.788
C 13.504 15.845 17.789
H 13.933 16.359 14.095
H 15.523 15.458 11.784
H 17.032 13.484 11.217
H 17.244 11.660 12.591
H 16.126 11.548 14.910
H 11.231 15.712 15.242
H 9.922 16.790 16.991
H 12.892 16.588 19.856
H 14.569 15.493 18.041
C 8.341 19.952 8.251
C 9.612 20.670 8.809
C 10.284 21.459 7.676
C 10.517 19.467 9.271
C 9.200 21.663 9.903
O 8.095 22.405 9.342
C 10.225 22.753 10.340
C 11.517 22.256 10.911
C 12.419 23.361 11.372
C 13.369 23.775 10.465
C 14.362 24.729 10.803
C 14.224 25.401 11.974
Cl 15.494 26.480 12.427
C 13.226 25.073 12.833
C 12.369 23.994 12.590
C 8.814 20.741 11.044
N 8.440 21.504 12.232
C 8.979 21.361 13.424
N 8.207 22.034 14.286
C 7.240 22.550 13.564
N 7.307 22.293 12.261
H 8.731 19.361 7.390
H 7.628 20.723 8.001
H 7.909 19.295 8.958
H 10.541 20.752 6.867
H 11.178 21.914 8.108
H 9.541 22.222 7.278
H 10.898 18.975 8.381
H 9.977 18.691 9.814
H 11.436 19.798 9.837
H 7.333 22.345 9.976
H 9.716 23.354 11.176
H 10.423 23.386 9.456
H 12.133 21.620 10.209
H 11.383 21.587 11.791
H 13.391 23.142 9.589
H 15.173 24.937 10.150
H 13.122 25.578 13.780
H 11.637 23.770 13.291
H 9.670 20.138 11.403
H 7.981 20.111 10.862
H 9.853 20.740 13.590
H 6.447 23.158 13.915
C 13.939 20.682 12.721
C 12.887 19.646 12.410
C 13.346 18.237 12.818
O 11.718 19.924 13.074
H 14.819 20.535 12.096
H 14.265 20.645 13.779
H 13.732 21.728 12.544
H 12.675 19.482 11.280
H 13.712 18.217 13.861
H 14.147 17.829 12.174
H 12.442 17.656 12.754
N 5.736 14.119 11.386
C 6.378 14.845 11.984
C 7.348 15.693 12.587
C 8.258 16.338 11.759
C 9.250 17.087 12.372
C 9.410 17.309 13.765
C 8.406 16.615 14.534
C 7.470 15.801 13.955
H 8.165 16.279 10.673
H 9.838 17.669 11.642
H 8.462 16.628 15.584
H 6.792 15.239 14.484
*
```

The total energy comes out at -146915.3630 eV. For the orbital gap, the calculation gives 6.6 eV. For the molar mass, the calculation gives 1192.10 g/mol.

***

(3)
Here is 9 unconnected molecules or ions with the total composition C47H52ClN3O12 in a non-equilibrium geometry from OMol25. Energies are from ωB97M-V/def2-TZVPD.

```
! wB97M-V def2-TZVPD RIJCOSX def2/J DEFGRID3
* xyz 0 1
C 0.390 -0.235 -2.683
C 0.245 -1.519 -1.751
N -0.590 -1.477 -0.640
C -1.890 -1.338 -0.651
C -2.419 -1.070 0.598
N -1.392 -0.961 1.453
C -0.246 -1.147 0.663
C -1.441 -0.812 2.885
H 0.966 -0.440 -3.595
H 1.010 0.535 -1.978
H -0.563 0.191 -2.640
H 1.327 -1.815 -1.591
H -0.119 -2.224 -2.600
H -2.574 -1.367 -1.580
H -3.482 -0.975 0.964
H 0.778 -1.101 1.053
H -0.736 0.153 3.326
H -0.964 -1.657 3.281
H -2.398 -0.671 3.235
Cl -3.863 -0.593 -3.728
N -5.978 -2.867 0.246
C -5.874 -1.813 -0.600
C -6.178 -0.498 -0.360
C -6.609 -0.093 1.012
C -6.763 -1.291 1.926
C -6.373 -2.585 1.480
H -5.616 -2.060 -1.626
H -6.313 0.285 -1.203
H -6.850 0.912 1.018
H -6.929 -0.877 2.904
H -6.358 -3.447 2.172
C 4.486 5.357 -1.518
C 4.466 3.826 -1.657
C 3.954 3.320 -2.765
C 3.410 4.224 -3.743
C 3.586 5.573 -3.664
C 4.136 6.199 -2.559
O 4.247 7.556 -2.504
O 3.907 1.940 -3.032
H 4.920 5.739 -0.620
H 4.815 3.153 -0.937
H 2.808 3.860 -4.632
H 3.227 6.151 -4.598
H 5.030 7.687 -1.937
H 3.847 1.378 -2.326
C -4.615 0.275 4.837
C -4.081 -1.152 5.561
C -2.827 -1.010 6.132
C -2.084 0.167 6.249
C -2.575 1.346 5.631
C -3.723 1.374 4.886
O -3.996 2.562 4.305
O -2.406 -2.251 6.660
H -5.638 0.335 4.463
H -4.753 -2.009 5.657
H -1.279 0.243 6.791
H -1.975 2.260 5.835
H -3.220 3.221 4.157
H -1.702 -2.113 7.335
C -0.098 4.750 -2.876
C -0.172 3.692 -3.796
C -1.420 2.975 -3.818
C -2.400 3.212 -2.820
C -2.240 4.251 -1.883
C -1.005 4.994 -1.903
O -0.714 6.025 -0.918
O -1.555 1.964 -4.694
H 0.772 5.316 -3.088
H 0.426 3.482 -4.612
H -3.282 2.531 -2.703
H -2.984 4.272 -1.209
H 0.167 6.538 -1.171
H -2.211 1.290 -4.650
C 1.561 1.700 3.103
C 0.199 2.503 2.979
C -0.245 2.852 1.682
C 0.352 2.217 0.584
C 1.640 1.639 0.679
C 2.166 1.320 1.893
O 3.452 0.763 2.027
O -1.381 3.436 1.603
H 1.889 1.372 4.178
H -0.232 3.068 3.868
H -0.267 2.422 -0.123
H 2.208 1.380 -0.253
H 4.008 0.770 1.253
H -1.693 3.390 0.738
C 3.219 -5.326 -2.950
C 3.236 -3.972 -2.540
C 3.322 -2.923 -3.464
C 3.158 -3.327 -4.849
C 3.058 -4.636 -5.305
C 3.110 -5.685 -4.314
O 3.044 -7.035 -4.629
O 3.178 -1.651 -3.095
H 3.210 -6.173 -2.384
H 3.341 -3.762 -1.640
H 2.986 -2.605 -5.653
H 2.897 -4.699 -6.256
H 2.772 -7.574 -3.927
H 3.650 -1.720 -2.332
C 3.230 -3.075 1.638
C 3.603 -4.499 0.957
C 2.709 -5.444 1.203
C 1.637 -5.329 2.144
C 1.430 -4.136 2.864
C 2.249 -3.005 2.605
O 1.811 -1.767 3.095
O 2.658 -6.684 0.583
H 3.997 -2.376 1.399
H 4.215 -4.555 0.221
H 0.961 -6.298 2.230
H 0.547 -3.948 3.484
H 2.419 -0.956 3.038
H 3.251 -7.319 0.809
*
```

The total energy comes out at -91130.6554 eV. For the orbital gap, the calculation gives 6.8 eV. For the molar mass, the calculation gives 886.39 g/mol.